A molecular structure, C5H7NO in a non-equilibrium geometry, computed with the ωB97M-V functional and the def2-TZVPD basis.

XYZ file:
```
14
C5H7NO | OMol25 | the ωB97M-V functional and the def2-TZVPD basis
C 1.31664 -0.38860 -0.56846
C -0.10281 -0.81542 -0.60004
C -0.63904 -0.84200 0.79389
O -1.12157 0.36236 1.32966
C -0.74517 1.53094 0.78345
N -0.12596 1.73562 -0.29771
C 0.30444 0.61920 -1.06026
H 1.52408 -0.54006 0.68432
H 1.89377 -0.76613 -1.42890
H -0.41562 -1.64007 -1.23869
H 0.56097 -1.00740 1.49982
H -1.48768 -1.54872 0.91020
H -1.09068 2.35522 1.40019
H 0.28250 0.87990 -2.12834
```

molar mass: 97.12 g/mol
energy above the lowest of the compared OMol25 structures with the same formula, charge and spin: 90.6 kcal per mole
orbital gap: 10.21 eV
calculated total energy: -8832.2750 eV